Entry 1:
The following is a DFT calculation (ωB97M-V/def2-TZVPD) of a cluster of 2 separate species, H3OPSi in total in a non-equilibrium geometry.

The geometry in ORCA input format:
```
! wB97M-V def2-TZVPD RIJCOSX def2/J DEFGRID3
* xyz 0 1
O -0.700 -3.606 -0.445
Si 0.049 -0.329 -0.044
P 0.683 -3.193 -0.320
H -0.204 -0.194 1.331
H 0.817 0.736 -0.756
H -1.065 -0.141 -1.094
*
```

Computed properties:
Energy relative to the best compared isomer or geometry (same formula, charge and spin): 42.70 kcal per mole
Max |F|: 3.85 eV Å⁻¹
Total energy: -707.784200 Eh

Need the Löwdin charges? In units of e they are: atom 1 (O): -0.646, atom 2 (Si): 0.474, atom 3 (P): 0.683, atom 4 (H): -0.202, atom 5 (H): -0.173, atom 6 (H): -0.136

Entry 2:
The following is a DFT calculation (ωB97M-V/def2-TZVPD) of an isolated molecule of C17H18O4 in a non-equilibrium geometry.

The geometry in ORCA input format:
```
! wB97M-V def2-TZVPD RIJCOSX def2/J DEFGRID3
* xyz 0 1
O -1.962 -2.453 2.098
C -1.238 -2.590 1.075
C -0.387 -3.940 0.972
C 0.680 -3.974 0.043
C 0.974 -2.699 -0.898
O 2.047 -2.754 -1.567
C -0.067 -1.470 -1.006
C 0.128 -0.386 -2.162
O 0.587 0.913 -1.712
C 1.624 0.812 -0.737
C 1.400 1.378 0.712
C 2.487 1.256 1.840
C 3.843 0.565 1.565
C 4.116 0.037 0.130
C 3.025 0.163 -0.987
C -1.138 -1.455 -0.055
C -2.275 -0.335 -0.061
C -2.191 0.727 1.143
C -2.675 2.171 0.631
C -1.823 2.787 -0.575
O -2.467 4.070 -0.930
H -0.583 -4.876 1.599
H 1.331 -4.909 -0.082
H -0.900 -0.219 -2.665
H 0.795 -0.851 -2.985
H 0.439 1.904 1.016
H 2.279 1.651 2.898
H 4.651 0.425 2.359
H 5.114 -0.458 -0.159
H 3.235 -0.228 -2.034
H -2.300 0.121 -1.105
H -3.280 -0.897 0.062
H -2.974 0.387 1.924
H -1.191 0.733 1.704
H -2.712 2.964 1.455
H -3.761 2.062 0.243
H -0.739 3.043 -0.323
H -1.814 2.163 -1.531
H -2.279 4.163 -1.896
*
```

Computed properties:
Energy relative to the best compared isomer or geometry (same formula, charge and spin): 191.01 kcal per mole
Max |F|: 5.00 eV Å⁻¹
SMILES string: O=C1C=CC(=O)C(COc2ccccc2)=C1CCCCO
Total energy: -959.251788 Eh

Need the Löwdin charges? In units of e they are: atom 1 (O): 0.040, atom 2 (C): -0.245, atom 3 (C): 0.014, atom 4 (C): 0.017, atom 5 (C): -0.237, atom 6 (O): 0.015, atom 7 (C): -0.027, atom 8 (C): -0.136, atom 9 (O): -0.125, atom 10 (C): -0.191, atom 11 (C): 0.011, atom 12 (C): -0.063, atom 13 (C): -0.086, atom 14 (C): -0.058, atom 15 (C): 0.001, atom 16 (C): -0.038, atom 17 (C): -0.128, atom 18 (C): -0.181, atom 19 (C): -0.169, atom 20 (C): -0.242, atom 21 (O): -0.128, atom 22 (H): 0.124, atom 23 (H): 0.124, atom 24 (H): 0.135, atom 25 (H): 0.140, atom 26 (H): 0.064, atom 27 (H): 0.090, atom 28 (H): 0.086, atom 29 (H): 0.094, atom 30 (H): 0.099, atom 31 (H): 0.095, atom 32 (H): 0.134, atom 33 (H): 0.118, atom 34 (H): 0.102, atom 35 (H): 0.122, atom 36 (H): 0.128, atom 37 (H): 0.107, atom 38 (H): 0.108, atom 39 (H): 0.089

Entry 3:
The following is a DFT calculation (ωB97M-V/def2-TZVPD) of the ion C6H12NO3S with charge +1 in a non-equilibrium geometry.

The geometry in ORCA input format:
```
! wB97M-V def2-TZVPD RIJCOSX def2/J DEFGRID3
* xyz 1 1
C 1.349 -0.162 -0.790
C -0.971 0.776 0.098
C 0.034 1.465 1.055
C 0.520 0.511 2.223
C -1.823 -1.496 -1.973
C -0.991 -1.580 -0.746
N 1.906 0.931 -0.314
O 1.783 -1.057 -1.388
O 1.118 1.919 0.280
O -0.283 -0.236 -0.677
S 3.499 0.704 0.486
H -1.464 1.568 -0.557
H -1.871 0.340 0.669
H -0.396 2.326 1.389
H -0.450 0.028 2.719
H 0.966 1.167 3.051
H 1.045 -0.422 2.033
H -2.628 -0.726 -1.832
H -1.265 -1.301 -2.891
H -2.429 -2.446 -2.058
H -0.140 -2.397 -0.860
H -1.404 -1.657 0.198
H 3.898 1.747 -0.115
*
```

Computed properties:
Energy relative to the best compared isomer or geometry (same formula, charge and spin): 59.60 kcal per mole
Max |F|: 5.24 eV Å⁻¹
Total energy: -914.061308 Eh

Need the Löwdin charges? In units of e they are: atom 1 (C): -0.414, atom 2 (C): -0.065, atom 3 (C): -0.298, atom 4 (C): -0.019, atom 5 (C): -0.048, atom 6 (C): -0.110, atom 7 (N): -0.301, atom 8 (O): 0.223, atom 9 (O): -0.072, atom 10 (O): -0.120, atom 11 (S): 0.985, atom 12 (H): 0.168, atom 13 (H): 0.169, atom 14 (H): 0.129, atom 15 (H): 0.127, atom 16 (H): 0.115, atom 17 (H): 0.064, atom 18 (H): 0.103, atom 19 (H): 0.101, atom 20 (H): 0.121, atom 21 (H): 0.181, atom 22 (H): 0.100, atom 23 (H): -0.141

Entry 4:
The following is a DFT calculation (ωB97M-V/def2-TZVPD) of a structure of composition C19H15Br3N2O7 in a non-equilibrium geometry.

The geometry in ORCA input format:
```
! wB97M-V def2-TZVPD RIJCOSX def2/J DEFGRID3
* xyz 0 1
C -1.626 4.031 2.681
C -2.351 2.853 2.026
Br -4.250 3.085 2.377
C -1.771 1.546 2.602
Br -3.155 0.114 2.764
C -0.752 0.866 1.755
C 0.141 -0.058 2.105
Br 0.604 -0.631 3.787
C 0.622 -0.750 0.874
O 1.080 -1.832 0.755
O 0.158 -0.012 -0.217
C -0.492 1.075 0.293
O -0.519 2.143 -0.238
H -2.126 4.971 2.460
H -0.588 4.065 2.333
H -1.600 3.885 3.763
H -2.233 2.879 0.950
H -1.462 1.660 3.638
C -2.427 1.456 -2.819
C -1.821 2.565 -3.395
C -2.422 3.208 -4.465
C -3.628 2.720 -4.934
C -4.248 1.617 -4.380
C -3.635 0.981 -3.312
N -4.282 3.410 -6.065
O -3.708 4.366 -6.548
O -5.355 2.980 -6.441
H -1.948 0.970 -1.983
H -0.880 2.929 -3.004
H -1.968 4.071 -4.928
H -5.189 1.265 -4.776
H -4.104 0.116 -2.863
C 4.228 -2.741 1.186
C 5.371 -2.906 1.958
C 5.727 -4.166 2.413
C 4.923 -5.238 2.077
C 3.780 -5.097 1.312
C 3.432 -3.832 0.865
N 5.303 -6.585 2.548
O 6.301 -6.680 3.236
O 4.596 -7.517 2.217
H 3.956 -1.756 0.830
H 5.989 -2.054 2.205
H 6.610 -4.316 3.016
H 3.177 -5.959 1.073
H 2.543 -3.698 0.268
*
```

Computed properties:
Max |F|: 1.67 eV Å⁻¹
Total energy: -9091.065067 Eh

Need the Löwdin charges? In units of e they are: atom 1 (C): -0.141, atom 2 (C): -0.765, atom 3 (Br): 0.681, atom 4 (C): -0.608, atom 5 (Br): 0.698, atom 6 (C): -0.239, atom 7 (C): -0.599, atom 8 (Br): 0.908, atom 9 (C): -0.425, atom 10 (O): 0.175, atom 11 (O): 0.157, atom 12 (C): -0.394, atom 13 (O): 0.170, atom 14 (H): 0.069, atom 15 (H): 0.090, atom 16 (H): 0.081, atom 17 (H): 0.070, atom 18 (H): 0.085, atom 19 (C): -0.067, atom 20 (C): -0.057, atom 21 (C): 0.000, atom 22 (C): -0.147, atom 23 (C): -0.003, atom 24 (C): -0.058, atom 25 (N): -0.352, atom 26 (O): 0.076, atom 27 (O): 0.076, atom 28 (H): 0.083, atom 29 (H): 0.106, atom 30 (H): 0.119, atom 31 (H): 0.119, atom 32 (H): 0.109, atom 33 (C): -0.073, atom 34 (C): -0.065, atom 35 (C): -0.006, atom 36 (C): -0.148, atom 37 (C): 0.003, atom 38 (C): -0.066, atom 39 (N): -0.352, atom 40 (O): 0.074, atom 41 (O): 0.076, atom 42 (H): 0.102, atom 43 (H): 0.107, atom 44 (H): 0.118, atom 45 (H): 0.119, atom 46 (H): 0.094

Entry 5:
The following is a DFT calculation (ωB97M-V/def2-TZVPD) of an isolated molecule of C3H3PS in a non-equilibrium geometry.

The geometry in ORCA input format:
```
! wB97M-V def2-TZVPD RIJCOSX def2/J DEFGRID3
* xyz 0 1
C 0.175 -0.091 0.082
C 1.536 -0.440 -0.102
P 2.687 -1.718 -0.561
C 2.829 -0.023 0.125
S 3.851 1.198 0.485
H 0.082 0.875 0.573
H -0.404 -0.842 0.788
H -0.517 -0.246 -0.864
*
```

Computed properties:
Energy relative to the best compared isomer or geometry (same formula, charge and spin): 12.16 kcal per mole
Max |F|: 4.55 eV Å⁻¹
SMILES string: Cc1pc1=S
Total energy: -855.558089 Eh

Need the Löwdin charges? In units of e they are: atom 1 (C): -0.129, atom 2 (C): -0.606, atom 3 (P): 1.029, atom 4 (C): -1.150, atom 5 (S): 0.528, atom 6 (H): 0.074, atom 7 (H): 0.126, atom 8 (H): 0.128

Entry 6:
The following is a DFT calculation (ωB97M-V/def2-TZVPD) of an isolated molecule of C21H26N4O5S in a non-equilibrium geometry.

The geometry in ORCA input format:
```
! wB97M-V def2-TZVPD RIJCOSX def2/J DEFGRID3
* xyz 0 1
C 5.206 -3.751 5.476
C 4.188 -3.477 4.372
N 4.764 -3.558 3.051
C 4.959 -4.839 2.421
C 3.716 -5.301 1.659
S 5.506 -2.231 2.399
O 6.710 -2.637 1.732
O 5.570 -1.211 3.403
C 4.311 -1.740 1.155
C 4.453 -2.186 -0.145
C 3.488 -1.859 -1.081
C 2.379 -1.102 -0.711
C 1.379 -0.771 -1.773
O 1.684 -0.656 -2.945
N 0.102 -0.662 -1.342
C -0.943 -0.146 -2.187
C -1.790 0.828 -1.366
O -1.662 0.936 -0.170
N -2.688 1.516 -2.120
N -3.538 2.406 -1.573
C -4.347 3.029 -2.332
C -5.278 3.997 -1.802
C -5.306 4.286 -0.438
C -6.191 5.213 0.072
C -7.064 5.865 -0.784
C -7.057 5.595 -2.142
C -6.170 4.663 -2.668
O -6.096 4.336 -3.988
C -6.962 4.976 -4.895
C 2.262 -0.639 0.598
C 3.233 -0.962 1.531
H 6.006 -3.018 5.410
H 4.730 -3.672 6.450
H 5.632 -4.746 5.373
H 3.802 -2.463 4.485
H 3.352 -4.181 4.431
H 5.232 -5.586 3.174
H 5.800 -4.722 1.736
H 3.912 -6.256 1.179
H 2.875 -5.420 2.338
H 3.445 -4.573 0.899
H 5.324 -2.767 -0.405
H 3.575 -2.178 -2.109
H -0.114 -0.629 -0.354
H -0.479 0.343 -3.050
H -1.586 -0.959 -2.551
H -2.713 1.365 -3.132
H -4.370 2.858 -3.414
H -4.611 3.761 0.197
H -6.203 5.430 1.129
H -7.762 6.592 -0.396
H -7.749 6.118 -2.782
H -8.012 4.767 -4.665
H -6.720 4.561 -5.873
H -6.799 6.058 -4.912
H 1.439 -0.004 0.890
H 3.180 -0.602 2.546
*
```

Computed properties:
Energy relative to the best compared isomer or geometry (same formula, charge and spin): 77.26 kcal per mole
Max |F|: 1.17 eV Å⁻¹
SMILES string: CCN(CC)S(=O)(=O)c1ccc(C(=O)NCC(=O)N/N=C/c2ccccc2OC)cc1
Total energy: -1809.218946 Eh

Need the Löwdin charges? In units of e they are: atom 1 (C): -0.070, atom 2 (C): -0.253, atom 3 (N): -0.269, atom 4 (C): -0.247, atom 5 (C): -0.064, atom 6 (S): 0.669, atom 7 (O): -0.281, atom 8 (O): -0.275, atom 9 (C): -0.258, atom 10 (C): -0.051, atom 11 (C): 0.006, atom 12 (C): -0.119, atom 13 (C): -0.448, atom 14 (O): 0.071, atom 15 (N): 0.073, atom 16 (C): -0.089, atom 17 (C): -0.447, atom 18 (O): 0.082, atom 19 (N): 0.030, atom 20 (N): 0.074, atom 21 (C): -0.073, atom 22 (C): -0.135, atom 23 (C): -0.021, atom 24 (C): -0.085, atom 25 (C): -0.078, atom 26 (C): -0.023, atom 27 (C): -0.227, atom 28 (O): -0.096, atom 29 (C): -0.080, atom 30 (C): -0.003, atom 31 (C): -0.041, atom 32 (H): 0.073, atom 33 (H): 0.075, atom 34 (H): 0.068, atom 35 (H): 0.108, atom 36 (H): 0.120, atom 37 (H): 0.119, atom 38 (H): 0.107, atom 39 (H): 0.075, atom 40 (H): 0.070, atom 41 (H): 0.060, atom 42 (H): 0.117, atom 43 (H): 0.123, atom 44 (H): 0.120, atom 45 (H): 0.129, atom 46 (H): 0.136, atom 47 (H): 0.157, atom 48 (H): 0.128, atom 49 (H): 0.114, atom 50 (H): 0.102, atom 51 (H): 0.105, atom 52 (H): 0.102, atom 53 (H): 0.098, atom 54 (H): 0.095, atom 55 (H): 0.098, atom 56 (H): 0.118, atom 57 (H): 0.114

So what do the calculations give for LUMO level? Going down the list: -1.159, -1.431, -3.860, -1.854, -1.249, 0.154 eV.